No. 1
{
  "formula": "C6H6O",
  "method": "ωB97M-V with the def2-TZVPD basis set",
  "lumo_energy_ev": 0.9,
  "homo_energy_ev": -8.85,
  "smiles": "C#CC1=CCOC1",
  "relative_energy_kcal_mol": 67.94,
  "mol_weight_g_mol": 94.1,
  "charge": 0,
  "symbols": ["C", "C", "C", "C", "C", "O", "C", "H", "H", "H", "H", "H", "H"],
  "xyz": [[-2.088951, -2.042638, -0.389984], [-1.129275, -1.336455, -0.490165], [-0.127139, -0.395083, -0.215455], [0.051714, 0.039595, 1.025413], [0.907283, 1.245748, 0.958462], [1.176332, 1.465055, -0.419284], [0.668855, 0.399353, -1.199072], [-2.905814, -2.708678, -0.425628], [-0.318701, -0.422715, 1.936739], [0.387809, 2.125973, 1.354846], [1.829155, 1.055879, 1.512368], [1.481228, -0.218546, -1.617346], [0.067505, 0.792512, -2.030895]],
  "forces_ev_per_angstrom": [[-0.25, -0.47, -0.56], [-0.14, -0.49, 0.24], [-0.37, 0.11, 0.16], [0.24, 0.05, -0.17], [0.26, 0.13, 0.36], [0.28, 0.20, -0.03], [-0.09, -0.11, -0.13], [-0.29, -0.20, 0.04], [-0.14, 0.28, -0.29], [0.23, -0.03, 0.13], [0.25, 0.39, 0.06], [-0.10, 0.20, 0.01], [0.11, -0.06, 0.17]]
}

No. 2
{
  "formula": "C6H6O",
  "method": "ωB97M-V with the def2-TZVPD basis set",
  "lumo_energy_ev": -0.7,
  "homo_energy_ev": -9.28,
  "relative_energy_kcal_mol": 118.55,
  "mol_weight_g_mol": 94.1,
  "charge": 0,
  "symbols": ["C", "C", "C", "C", "C", "C", "H", "H", "H", "H", "H", "H", "O"],
  "xyz": [[-1.940356, -0.457735, -0.018537], [-0.462696, -0.391996, -0.121029], [0.653237, -1.114869, 0.130568], [1.875423, -0.199079, 0.021352], [1.441794, 1.142546, 0.093646], [0.130467, 1.062261, -0.064595], [-2.206674, -1.464142, -0.672578], [-2.685672, 0.701805, -0.405363], [-1.924448, -0.205521, 1.327453], [0.880747, -2.143438, 0.036692], [1.959772, 1.938367, -0.124320], [-0.759851, 1.763052, -0.112305], [3.038258, -0.631249, -0.090982]],
  "forces_ev_per_angstrom": [[-1.18, 1.34, 0.79], [2.68, 2.63, 1.26], [-0.36, 0.43, -1.85], [2.99, -3.77, 0.55], [-3.71, -1.76, -0.41], [-3.78, 0.03, 0.23], [-0.49, 2.47, 2.62], [2.73, -3.90, 0.77], [-1.07, -1.69, -3.97], [-0.28, -1.07, 0.37], [3.06, 4.18, -0.41], [1.91, 0.09, -0.12], [-2.50, 1.02, 0.16]]
}

Please write out number 2 again, unchanged.
{
  "formula": "C6H6O",
  "method": "ωB97M-V with the def2-TZVPD basis set",
  "lumo_energy_ev": -0.7,
  "homo_energy_ev": -9.28,
  "relative_energy_kcal_mol": 118.55,
  "mol_weight_g_mol": 94.1,
  "charge": 0,
  "symbols": ["C", "C", "C", "C", "C", "C", "H", "H", "H", "H", "H", "H", "O"],
  "xyz": [[-1.940356, -0.457735, -0.018537], [-0.462696, -0.391996, -0.121029], [0.653237, -1.114869, 0.130568], [1.875423, -0.199079, 0.021352], [1.441794, 1.142546, 0.093646], [0.130467, 1.062261, -0.064595], [-2.206674, -1.464142, -0.672578], [-2.685672, 0.701805, -0.405363], [-1.924448, -0.205521, 1.327453], [0.880747, -2.143438, 0.036692], [1.959772, 1.938367, -0.124320], [-0.759851, 1.763052, -0.112305], [3.038258, -0.631249, -0.090982]],
  "forces_ev_per_angstrom": [[-1.18, 1.34, 0.79], [2.68, 2.63, 1.26], [-0.36, 0.43, -1.85], [2.99, -3.77, 0.55], [-3.71, -1.76, -0.41], [-3.78, 0.03, 0.23], [-0.49, 2.47, 2.62], [2.73, -3.90, 0.77], [-1.07, -1.69, -3.97], [-0.28, -1.07, 0.37], [3.06, 4.18, -0.41], [1.91, 0.09, -0.12], [-2.50, 1.02, 0.16]]
}

Q: Number 1 is which compound?
A: C6H6O